This record from the OMol25 dataset describes a 3-piece molecular cluster, C37H64IN3O6 overall. The level of theory is ωB97M-V with the def2-TZVPD basis set.

Cartesian coordinates (Å):
C -4.976 -3.682 -1.153
O -4.620 -2.440 -1.775
C -3.349 -1.928 -1.364
C -3.407 -0.353 -1.638
C -2.978 -2.140 0.147
C -3.988 -1.585 1.215
O -3.658 -1.668 2.362
I -5.937 -0.727 0.842
C -2.135 -2.432 -2.285
N -2.224 -3.862 -2.669
C -0.877 -4.408 -3.001
C 0.095 -4.461 -1.767
C 0.841 -5.867 -1.622
O 1.149 -3.504 -2.067
C 1.967 -3.247 -0.920
C 2.547 -1.789 -1.114
C 3.828 -1.392 -0.550
C 4.290 -0.022 -0.728
C 3.474 0.926 -1.482
C 2.203 0.545 -2.078
C 1.747 -0.840 -1.889
C -2.933 -3.862 -3.991
C -3.937 -5.196 -4.027
C -3.671 -6.260 -2.833
O -3.282 -6.469 -4.331
H -4.118 -4.362 -0.936
H -5.643 -3.524 -0.254
H -5.624 -4.232 -1.895
H -4.121 -0.134 -2.468
H -3.578 0.244 -0.713
H -2.388 -0.045 -2.018
H -1.993 -1.633 0.356
H -2.804 -3.223 0.412
H -1.203 -2.148 -1.734
H -2.164 -1.770 -3.204
H -0.364 -3.832 -3.825
H -0.999 -5.461 -3.382
H -0.403 -4.209 -0.788
H 1.745 -5.857 -2.286
H 1.240 -5.894 -0.566
H 0.164 -6.737 -1.792
H 2.817 -3.980 -0.856
H 1.321 -3.226 -0.004
H 4.427 -2.146 0.005
H 5.255 0.302 -0.285
H 3.814 1.983 -1.617
H 1.573 1.260 -2.653
H 0.774 -1.109 -2.366
H -3.669 -3.032 -4.088
H -2.239 -3.987 -4.858
H -5.028 -5.033 -4.352
H -2.655 -6.354 -2.404
H -4.489 -7.011 -2.780
C -2.762 5.074 0.802
C -2.713 4.354 -0.567
C -2.086 5.305 -1.597
C -3.001 6.477 -1.935
C -4.382 5.996 -2.374
C -5.026 4.931 -1.465
N -4.067 3.891 -0.988
O -3.905 3.015 -1.972
C -5.694 5.589 -0.237
C -6.219 4.331 -2.238
C -1.764 3.169 -0.303
H -1.760 5.142 1.233
H -3.120 6.100 0.750
H -3.383 4.525 1.513
H -1.849 4.760 -2.519
H -1.132 5.689 -1.223
H -3.094 7.158 -1.084
H -2.552 7.067 -2.739
H -5.047 6.859 -2.461
H -4.280 5.592 -3.388
H -6.099 4.831 0.438
H -6.525 6.228 -0.544
H -5.029 6.233 0.335
H -5.930 3.953 -3.220
H -6.984 5.091 -2.415
H -6.686 3.515 -1.681
H -2.136 2.549 0.516
H -0.772 3.531 -0.021
H -1.619 2.528 -1.175
C 6.538 -0.639 5.941
C 6.246 -0.934 4.450
C 7.429 -0.428 3.612
C 7.509 1.094 3.580
C 6.188 1.710 3.126
C 4.931 1.156 3.824
N 4.955 -0.325 4.016
O 4.614 -0.882 2.861
C 4.723 1.831 5.198
C 3.709 1.630 3.008
C 6.192 -2.473 4.404
H 7.307 -1.316 6.321
H 6.923 0.361 6.127
H 5.645 -0.787 6.553
H 7.351 -0.803 2.583
H 8.368 -0.830 4.005
H 7.791 1.491 4.560
H 8.305 1.401 2.895
H 6.237 2.795 3.260
H 6.104 1.545 2.046
H 3.867 1.397 5.718
H 4.524 2.898 5.079
H 5.588 1.769 5.855
H 3.781 1.356 1.954
H 3.625 2.719 3.039
H 2.779 1.215 3.405
H 5.435 -2.855 5.092
H 7.155 -2.896 4.701
H 5.977 -2.868 3.410

LUMO (spin up / spin down) ... 0.40 / -0.01 eV
Spin multiplicity ... 3
Net charge ... 0
Molecular weight ... 773.8 g mol⁻¹
⟨S²⟩ ... 2.008
Gap between HOMO and LUMO (spin up / spin down) ... 9.218 / 8.813 eV

Atomic partial charges in e from the Löwdin method, atoms 1 to 5: atom 1 (C): -0.12, atom 2 (O): -0.19, atom 3 (C): -0.48, atom 4 (C): -0.04, atom 5 (C): -0.10

=====

This record from the OMol25 dataset describes a 3-piece molecular cluster, CH3F2N3 overall. The level of theory is ωB97M-V with the def2-TZVPD basis set.

Cartesian coordinates (Å):
C -0.540 -0.187 -0.035
N -0.870 1.708 -1.411
N -1.372 -0.264 -1.058
N 0.455 -0.255 0.556
F -1.943 2.330 -1.569
F 2.776 1.719 2.720
H -0.849 -0.160 -1.953
H -2.393 -0.250 -1.034
H 2.612 0.711 2.524

LUMO (spin up / spin down) ... -0.18 / -0.21 eV
Net charge ... 0
Molecular weight ... 95.1 g mol⁻¹
Gap between HOMO and LUMO (spin up / spin down) ... 9.095 / 9.272 eV

Atomic partial charges in e from the natural (NBO) method, atoms 1 to 5: atom 1 (C): 0.41, atom 2 (N): 0.05, atom 3 (N): -0.81, atom 4 (N): -0.36, atom 5 (F): -0.18

=====

This record from the OMol25 dataset describes a 11-piece molecular cluster, C29H79NO21 overall. The level of theory is ωB97M-V with the def2-TZVPD basis set.

Cartesian coordinates (Å):
C -3.170 1.832 1.689
C -3.725 0.763 2.645
C -4.278 -0.349 1.783
C -2.630 0.194 3.528
C -2.176 1.210 4.598
C -3.359 1.602 5.476
C -4.477 2.173 4.603
C -5.689 2.230 5.532
C -4.241 3.596 4.113
N -4.777 1.223 3.545
O -6.007 1.463 2.933
H -2.741 2.754 2.074
H -2.341 1.382 1.122
H -3.895 2.057 0.897
H -4.623 -1.176 2.416
H -5.211 -0.082 1.275
H -3.606 -0.749 1.024
H -2.956 -0.698 4.069
H -1.725 -0.026 2.955
H -1.321 0.821 5.151
H -1.855 2.088 4.029
H -3.033 2.388 6.160
H -3.716 0.717 5.999
H -5.404 2.834 6.401
H -5.998 1.256 5.907
H -6.552 2.749 5.112
H -4.574 4.340 4.842
H -4.781 3.838 3.196
H -3.184 3.821 3.943
H -5.892 2.211 2.319
O -3.420 2.230 -4.172
C -4.334 1.782 -3.175
C -3.533 1.292 -1.997
O -3.312 -0.107 -1.992
H -3.883 2.626 -4.916
H -5.034 2.575 -2.905
H -4.905 0.938 -3.580
H -4.066 1.597 -1.084
H -2.549 1.747 -1.889
H -4.117 -0.628 -1.926
O 7.342 -1.663 -1.241
C 6.737 -1.274 0.024
C 5.292 -0.931 -0.196
O 5.257 0.189 -1.059
H 7.011 -1.009 -1.870
H 6.940 -2.045 0.766
H 7.296 -0.383 0.341
H 4.808 -0.789 0.777
H 4.832 -1.819 -0.640
H 4.415 0.617 -0.858
O 4.405 -4.658 -4.362
C 3.756 -3.643 -3.617
C 2.548 -3.189 -4.388
O 1.525 -4.142 -4.500
H 4.985 -5.120 -3.747
H 3.432 -4.050 -2.651
H 4.393 -2.774 -3.430
H 2.803 -2.720 -5.346
H 2.188 -2.265 -3.888
H 1.786 -4.930 -4.013
O 1.635 -3.693 1.141
C 2.676 -4.644 0.951
C 2.353 -5.612 -0.159
O 1.243 -6.427 0.168
H 0.798 -4.164 1.231
H 3.571 -4.084 0.667
H 2.886 -5.151 1.898
H 3.223 -6.224 -0.412
H 2.106 -5.051 -1.073
H 0.425 -5.968 -0.068
O -0.671 -0.457 -1.173
C 0.183 0.544 -0.642
C 1.456 -0.071 -0.161
O 2.430 -0.268 -1.197
H -1.462 -0.071 -1.574
H 0.400 1.235 -1.473
H -0.337 1.138 0.114
H 1.288 -1.051 0.294
H 1.887 0.478 0.682
H 2.091 -1.017 -1.701
O 2.510 1.255 5.957
C 2.442 0.044 5.201
C 2.312 0.387 3.743
O 3.395 1.194 3.290
H 2.163 1.119 6.840
H 3.358 -0.540 5.363
H 1.621 -0.598 5.540
H 1.345 0.847 3.511
H 2.442 -0.546 3.188
H 3.564 1.881 3.946
O -3.935 -3.729 -1.412
C -2.621 -3.191 -1.444
C -1.520 -4.136 -1.832
O -1.181 -5.049 -0.776
H -3.964 -4.431 -0.754
H -2.618 -2.407 -2.206
H -2.393 -2.636 -0.529
H -0.616 -3.553 -2.022
H -1.692 -4.653 -2.781
H -1.939 -5.608 -0.578
O 1.449 3.860 -2.325
C 2.656 3.182 -2.009
C 3.070 2.261 -3.117
O 3.152 2.985 -4.346
H 1.357 3.879 -3.286
H 3.436 3.935 -1.860
H 2.486 2.565 -1.125
H 2.381 1.415 -3.195
H 4.052 1.824 -2.886
H 3.110 2.363 -5.078
O -0.655 1.558 -4.380
C -0.242 0.214 -4.421
C -0.238 -0.379 -5.805
O 0.920 0.053 -6.544
H -1.482 1.718 -4.850
H 0.784 0.208 -4.041
H -0.831 -0.456 -3.783
H -1.147 -0.054 -6.336
H -0.237 -1.476 -5.828
H 0.788 -0.096 -7.483
O 2.214 4.797 1.952
C 1.037 4.761 1.123
C 0.420 3.409 1.328
O 0.032 3.158 2.674
H 2.779 5.507 1.637
H 0.308 5.534 1.397
H 1.355 4.902 0.089
H 1.161 2.641 1.073
H -0.454 3.320 0.682
H 0.818 3.403 3.183

LUMO ... 0.20 eV
Net charge ... 0
Molecular weight ... 777.9 g mol⁻¹
SMILES ... CC1(C)CCCC(C)(C)N1O.OCCO.OCCO.OCCO.OCCO.OCCO.OCCO.OCCO.OCCO.OCCO.OCCO
Gap between HOMO and LUMO ... 8.618 eV

Atomic partial charges in e from the Löwdin method, atoms 1 to 5: atom 1 (C): -0.02, atom 2 (C): -0.51, atom 3 (C): -0.04, atom 4 (C): -0.12, atom 5 (C): -0.17

=====

This record from the OMol25 dataset describes a 2-piece molecular cluster, C4H6BrF overall. The level of theory is ωB97M-V with the def2-TZVPD basis set.

Cartesian coordinates (Å):
C -1.091 -0.759 0.411
C 1.199 0.823 -0.374
C -1.474 -1.800 -0.604
C 1.522 1.888 0.478
F -2.067 0.125 0.509
Br 2.154 -0.773 0.014
H -1.301 -2.778 -0.186
H -2.429 -1.640 -1.051
H -0.690 -1.697 -1.446
H 2.458 2.398 0.797
H 0.832 1.424 1.282
H 0.888 2.790 0.168

LUMO ... -0.39 eV
Net charge ... 0
Molecular weight ... 153.0 g mol⁻¹
Gap between HOMO and LUMO ... 8.040 eV

Atomic partial charges in e from the natural (NBO) method, atoms 1 to 5: atom 1 (C): 0.43, atom 2 (C): 0.00, atom 3 (C): -0.83, atom 4 (C): -0.84, atom 5 (F): -0.35